# 1
{
  "formula": "C36H114O21",
  "method": "ωB97M-V/def2-TZVPD",
  "species": ["C", "C", "O", "H", "H", "H", "H", "H", "H", "C", "C", "O", "H", "H", "H", "H", "H", "H", "C", "C", "O", "H", "H", "H", "H", "H", "H", "C", "C", "O", "H", "H", "H", "H", "H", "H", "C", "C", "O", "H", "H", "H", "H", "H", "H", "C", "C", "O", "H", "H", "H", "H", "H", "H", "C", "C", "C", "O", "H", "H", "H", "H", "H", "H", "H", "H", "C", "C", "C", "O", "H", "H", "H", "H", "H", "H", "H", "H", "C", "C", "C", "O", "H", "H", "H", "H", "H", "H", "H", "H", "C", "C", "C", "O", "H", "H", "H", "H", "H", "H", "H", "H", "C", "C", "C", "O", "H", "H", "H", "H", "H", "H", "H", "H", "C", "C", "C", "O", "H", "H", "H", "H", "H", "H", "H", "H", "C", "C", "C", "O", "H", "H", "H", "H", "H", "H", "H", "H", "C", "C", "C", "O", "H", "H", "H", "H", "H", "H", "H", "H", "O", "H", "H", "O", "H", "H", "O", "H", "H", "O", "H", "H", "O", "H", "H", "O", "H", "H", "O", "H", "H"],
  "coordinates": [[6.824644, -5.788515, 28.658871], [6.777824, -4.433876, 28.040834], [7.564943, -4.443385, 26.825877], [6.254134, -5.813471, 29.619183], [7.891178, -5.955305, 28.914558], [6.482477, -6.583011, 28.007706], [7.103808, -3.675698, 28.769028], [5.758303, -4.223863, 27.661878], [8.487833, -4.323350, 26.993962], [10.202101, -10.774545, 23.192885], [9.135185, -9.629157, 23.116925], [7.768977, -10.127030, 23.070763], [9.814378, -11.413829, 23.989963], [11.173521, -10.386014, 23.500678], [10.152242, -11.369002, 22.287004], [9.385752, -9.103263, 22.171842], [9.187288, -8.968044, 23.960398], [7.195582, -9.459361, 22.639738], [10.295463, -7.158367, 25.496452], [11.603126, -7.696634, 24.962436], [11.733516, -7.391344, 23.579722], [10.282578, -6.094418, 25.235710], [10.167503, -7.257756, 26.557920], [9.408053, -7.593109, 25.072404], [11.554772, -8.796720, 25.039853], [12.364088, -7.351614, 25.623812], [12.589136, -7.608013, 23.218647], [4.547084, -10.585124, 26.712516], [5.375535, -11.115351, 25.567450], [6.598327, -10.277765, 25.496438], [4.169136, -9.557754, 26.551946], [5.170416, -10.608644, 27.603475], [3.721286, -11.234346, 26.905258], [4.846373, -10.884725, 24.634490], [5.603924, -12.149910, 25.689446], [6.912048, -10.454029, 24.568502], [4.531618, -7.006452, 21.248729], [5.942356, -6.557975, 21.022941], [6.855633, -7.387064, 21.822256], [3.726665, -6.356909, 20.856985], [4.488425, -7.103513, 22.344085], [4.435059, -7.995070, 20.867928], [6.162830, -5.565396, 21.351864], [6.245709, -6.748550, 19.926847], [7.750577, -7.093114, 21.683953], [9.432387, 0.434097, 21.261867], [9.846265, -0.197434, 19.986006], [9.272991, -1.477866, 20.006198], [9.976317, 1.355603, 21.427649], [9.519579, -0.244023, 22.100709], [8.415130, 0.702910, 21.183476], [10.938482, -0.339640, 19.839316], [9.499830, 0.443718, 19.086834], [9.458587, -1.871844, 19.164005], [9.329870, -12.080910, 26.757556], [9.908226, -10.678850, 26.886112], [9.274596, -9.839413, 27.965354], [11.297325, -10.888094, 27.223834], [8.351053, -11.962855, 26.317030], [9.248612, -12.464972, 27.772919], [9.943394, -12.864259, 26.334998], [9.870723, -10.210323, 25.915861], [9.872149, -8.899596, 28.030808], [9.293253, -10.385175, 28.924738], [8.273485, -9.448993, 27.740340], [11.645186, -10.073018, 27.604766], [5.208316, -3.421427, 19.264412], [4.475357, -3.119429, 20.545302], [4.238867, -1.600325, 20.667941], [3.204417, -3.741920, 20.477369], [4.615796, -3.148452, 18.399662], [5.423591, -4.493681, 19.295280], [6.113153, -2.772548, 19.241726], [5.058735, -3.486566, 21.410777], [3.835534, -1.212418, 19.713031], [5.169431, -1.079050, 20.978379], [3.551778, -1.345008, 21.471481], [2.770796, -3.658261, 21.314811], [14.715263, -6.896011, 19.988626], [13.624181, -7.132881, 21.005173], [12.870865, -8.402394, 20.668768], [14.154004, -7.393477, 22.328893], [14.286433, -6.701494, 18.955534], [15.324886, -7.847347, 19.892486], [15.379122, -6.065145, 20.226574], [12.934067, -6.263348, 20.999968], [13.506308, -9.278716, 20.400181], [12.182981, -8.231367, 19.826340], [12.223111, -8.641648, 21.478932], [14.704686, -6.629736, 22.568527], [9.349635, -3.437084, 14.696504], [9.102169, -4.017164, 16.099570], [8.416754, -3.084257, 17.025182], [8.438875, -5.325127, 15.992115], [10.073185, -2.568022, 14.711227], [8.419250, -3.046320, 14.212580], [9.683270, -4.174781, 13.990537], [10.058454, -4.280489, 16.552496], [7.373391, -2.908645, 16.749535], [8.783753, -2.058448, 17.051151], [8.450220, -3.522248, 18.024058], [7.472186, -5.161883, 16.019602], [14.032853, -3.101012, 23.932770], [13.276429, -3.385690, 22.672023], [11.887211, -3.878071, 22.795985], [13.251672, -2.214996, 21.776676], [14.225581, -3.981705, 24.574259], [13.502805, -2.414530, 24.605806], [14.978574, -2.686089, 23.657680], [13.823611, -4.122500, 22.157423], [11.507496, -3.929821, 21.766431], [11.117466, -3.260083, 23.308744], [11.733292, -4.843840, 23.254943], [13.110113, -1.429837, 22.290509], [3.248611, -3.382212, 24.400761], [4.318494, -4.479908, 24.402187], [5.677896, -3.853499, 24.392547], [4.148261, -5.179814, 25.613914], [3.267403, -2.926250, 23.424868], [3.449361, -2.555208, 25.100941], [2.282072, -3.815401, 24.588304], [4.089382, -5.148481, 23.570702], [6.456262, -4.657781, 24.570971], [5.677496, -3.112937, 25.167959], [5.966192, -3.348286, 23.463919], [4.833956, -5.914734, 25.613741], [8.117149, -9.125062, 18.486191], [9.381926, -8.287040, 18.337406], [10.073590, -8.567808, 17.017450], [9.086160, -6.892190, 18.576075], [7.734986, -8.900895, 19.470774], [8.219952, -10.232426, 18.552519], [7.456395, -9.002124, 17.682668], [10.108324, -8.525949, 19.126009], [10.815982, -7.839094, 16.717009], [9.318900, -8.702948, 16.269565], [10.565290, -9.563140, 17.137511], [8.794789, -6.457661, 17.756862], [11.229419, -2.457180, 29.913682], [11.000028, -2.554815, 28.415858], [12.288152, -2.915607, 27.648061], [9.969925, -3.576778, 28.167568], [11.735425, -3.330523, 30.392137], [10.284712, -2.270803, 30.402048], [11.981462, -1.713150, 30.153191], [10.604273, -1.641053, 28.034928], [13.170340, -2.279957, 27.874592], [11.982379, -3.090369, 26.609376], [12.593834, -3.881849, 28.067452], [10.393071, -4.391234, 28.430039], [7.881178, -3.654727, 21.418950], [8.657743, -4.119366, 21.111140], [8.133828, -2.769309, 21.131005], [10.249734, -4.862206, 19.937880], [9.910813, -5.611870, 19.423161], [10.861685, -4.358929, 19.367276], [16.461421, -9.312998, 22.177690], [15.689905, -8.891237, 22.495803], [16.780622, -9.854644, 22.895623], [8.965245, -3.435715, 24.352467], [8.186780, -3.567424, 24.953190], [8.591342, -3.577716, 23.475338], [12.442435, -3.134557, 18.653198], [12.787853, -2.540250, 19.312115], [13.170937, -3.483257, 18.102232], [6.670584, -7.389787, 24.818884], [6.472826, -8.286560, 25.016710], [6.803003, -7.290135, 23.861714], [9.540848, -6.528953, 22.170267], [9.857087, -5.875741, 21.556162], [10.211858, -6.900948, 22.763860]],
  "forces_ev_per_a": [[0.6, -0.3, 1.6], [-0.4, 0.2, -1.5], [-1.2, 0.2, 0.1], [0.3, 0.0, -0.7], [-0.5, -0.3, 0.0], [-0.1, 0.0, -0.2], [0.0, 0.0, -0.4], [0.4, 0.2, 0.4], [1.0, 0.2, 0.6], [-2.4, 0.4, 1.1], [0.6, -0.6, -1.5], [0.4, -0.1, -0.6], [0.4, -0.3, 0.1], [0.0, -0.1, -0.4], [0.5, 0.1, -0.2], [-0.6, 0.2, 0.6], [0.3, 0.3, 0.2], [0.6, -0.1, 0.1], [0.1, 1.2, -0.8], [-1.4, -1.9, 0.0], [-1.0, 0.7, 0.7], [-0.3, 0.1, 0.2], [0.3, -0.1, 0.6], [-0.3, -0.1, -0.3], [0.4, 0.1, 0.2], [1.2, 0.5, 0.0], [0.9, -0.1, 0.1], [0.5, 0.4, 0.2], [0.3, 2.9, -0.3], [-1.0, -1.5, -0.8], [0.3, -0.5, 0.0], [0.0, 0.2, 0.2], [-0.8, -0.4, 0.1], [-0.1, -0.7, 0.0], [0.3, -0.8, -0.1], [0.4, 0.5, 0.9], [0.2, 0.4, 1.2], [1.7, -1.3, -1.6], [-1.8, -0.6, -0.1], [0.7, -0.2, 0.2], [-0.6, 0.1, -0.2], [-0.3, -0.9, -0.5], [-0.2, 0.9, -0.3], [-0.4, 0.7, 1.4], [1.1, 0.5, 0.0], [0.8, 0.6, 0.3], [0.6, 0.6, -1.5], [-0.6, -0.3, -0.1], [0.2, 0.1, 0.3], [0.3, -0.1, 0.2], [-1.3, 0.3, 0.0], [-0.3, 0.4, 0.4], [0.3, -1.0, 1.2], [0.0, -0.7, -0.6], [-0.3, 0.4, 1.3], [1.0, -1.2, 0.0], [0.1, 1.0, 0.1], [0.1, 0.2, 0.0], [-0.3, -0.5, -0.2], [-0.5, 0.1, 0.3], [0.3, 0.4, -1.0], [-0.1, 0.6, -0.4], [-0.2, -0.6, 0.3], [0.0, 0.4, -0.3], [0.0, -0.6, -0.1], [0.0, -0.1, -0.1], [0.7, 0.2, 0.6], [-0.4, 1.4, 0.3], [0.8, 0.2, 0.2], [0.1, -0.8, -0.8], [-0.3, -0.1, -0.1], [0.4, 0.2, -0.5], [-0.3, -0.8, 0.0], [-0.2, 0.1, -0.3], [0.3, -0.1, 0.5], [-0.3, -0.2, -0.6], [-0.4, -0.2, 0.0], [-0.4, 0.1, 0.8], [0.6, -1.0, -1.4], [-0.2, -0.4, -0.6], [-0.3, -0.1, -1.2], [0.5, 0.8, -0.2], [0.3, -0.2, 1.3], [-0.5, 1.2, 0.2], [0.0, 0.0, 0.1], [0.2, -0.4, 0.4], [-0.2, 0.8, 0.4], [0.4, 0.1, 0.1], [-0.5, -0.5, 0.7], [-0.2, -0.3, 0.1], [-0.5, 1.4, -0.1], [0.8, -0.7, -1.4], [-1.1, 0.3, 0.7], [-0.7, 1.1, 0.5], [-0.7, -1.0, 0.1], [0.4, -0.2, 0.7], [0.5, -0.5, 0.0], [0.2, 0.0, -0.2], [-0.2, -0.4, 0.0], [0.7, -0.1, -0.1], [-0.2, 0.2, 0.2], [0.7, -0.1, -0.1], [-0.3, 0.0, 1.2], [-0.7, 1.4, 0.3], [-2.3, 0.2, -0.4], [0.6, -1.2, -0.1], [-0.2, 0.1, -0.6], [0.0, 0.1, -0.3], [0.8, 0.4, 0.0], [0.8, -0.9, -1.1], [0.0, -0.3, 0.2], [1.0, 0.2, 0.0], [0.5, -0.5, 0.1], [-0.2, 0.5, 0.5], [0.6, 0.0, -0.1], [-1.0, 1.0, 0.4], [1.4, -1.2, -0.9], [1.1, -1.8, 0.4], [-0.2, 0.3, -0.6], [0.0, -0.5, 0.1], [-0.5, -0.1, 0.1], [0.3, -0.1, -0.3], [-0.8, 1.0, 0.0], [0.4, 0.2, 0.6], [-0.3, -0.1, -0.1], [-1.0, 1.1, 0.1], [1.3, -1.2, 1.7], [0.6, -0.2, 0.3], [0.2, -1.1, 0.6], [-0.1, -0.2, -0.5], [-0.8, 0.4, 0.1], [0.8, 0.6, -0.3], [-1.2, 0.8, -1.0], [-0.4, 0.0, 0.1], [0.1, 0.2, 0.0], [-0.3, 0.2, -0.8], [-0.2, 0.7, -0.2], [-0.1, -0.2, -0.1], [0.9, -0.5, 0.3], [0.6, -1.4, 0.3], [-0.5, -0.7, 0.8], [0.9, 1.2, -0.1], [-0.8, 0.0, -0.7], [-0.1, 0.2, 0.4], [-0.3, 0.8, -0.1], [-0.5, 0.6, -0.2], [-0.8, 0.1, -0.7], [0.7, 0.4, 0.0], [0.0, -0.2, -0.2], [0.1, -0.6, 0.1], [-0.1, 0.4, 0.2], [0.5, -0.7, -0.2], [-0.2, 0.4, 0.0], [0.2, 0.6, -0.1], [-0.1, -0.3, -0.3], [-0.1, -0.2, 0.4], [1.3, -0.6, -0.8], [-1.5, 0.8, 0.5], [0.1, -0.2, 0.2], [-0.9, 0.0, 0.9], [1.0, 0.1, -0.5], [-0.1, -0.1, -0.3], [-0.2, -0.8, -1.1], [0.5, 0.2, 0.6], [-0.5, 0.5, 0.7], [0.2, 1.9, -0.2], [-0.2, -1.6, 0.2], [-0.1, -0.2, 0.1], [-1.5, -0.8, 0.2], [1.0, 0.4, -0.1], [0.5, 0.5, -0.4]],
  "largest_force_ha_per_bohr": 0.058,
  "e_homo_ev": -9.42,
  "e_tot_ev": -82177.57287,
  "orbital_gap_ev": 9.46
}

# 2
{
  "formula": "C2H7N3O4P",
  "method": "ωB97M-V/def2-TZVPD",
  "species": ["C", "C", "N", "N", "N", "O", "O", "O", "O", "P", "H", "H", "H", "H", "H", "H", "H"],
  "coordinates": [[0.973892, -0.491024, -0.211318], [-2.201296, -0.585634, -1.115126], [1.163357, -1.651125, -0.969856], [-0.117657, -0.359133, 0.362526], [2.078311, 0.386811, -0.362477], [-1.532829, 1.278540, 2.045226], [-0.330246, 2.300375, 0.212738], [0.922324, 1.223546, 2.244355], [-2.360322, -1.806581, -1.044309], [-0.193056, 1.186834, 1.163424], [-2.522395, 0.109309, -0.311439], [-1.792291, -0.079870, -2.040092], [0.697560, -2.462146, -0.663280], [2.134149, -1.823669, -0.783625], [2.337996, 0.332399, -1.327236], [1.937352, 1.414810, -0.066158], [-1.194848, 1.026556, 2.866646]],
  "forces_ev_per_a": [[0.4, 0.2, -1.2], [-0.1, 4.7, -1.2], [2.2, 0.6, -0.6], [-1.1, 1.9, 2.5], [-0.6, 1.3, 0.7], [-1.7, -0.5, -1.7], [0.2, 0.4, -1.6], [-1.4, -0.4, -1.8], [-0.4, -3.6, 0.2], [2.3, 0.6, 2.6], [0.2, -0.5, -0.3], [-0.3, -0.7, 0.9], [-1.3, -0.6, 0.6], [0.8, -0.6, -0.6], [0.4, 0.2, -0.5], [-0.1, -2.4, -0.4], [0.5, -0.6, 2.5]],
  "largest_force_ha_per_bohr": 0.095,
  "charge": -1,
  "e_homo_ev": [-2.74, -4.79],
  "e_tot_ev": -24136.92107,
  "orbital_gap_ev": [6.50, 5.97],
  "multiplicity": 3
}

# 3
{
  "formula": "N4O16SSr3",
  "method": "ωB97M-V/def2-TZVPD",
  "species": ["Sr", "Sr", "Sr", "N", "O", "O", "O", "N", "O", "O", "O", "N", "O", "O", "O", "N", "O", "O", "O", "S", "O", "O", "O", "O"],
  "coordinates": [[-7.053194, -0.291463, -1.398971], [-1.554974, 0.946730, 6.024604], [-0.003704, 0.129656, -4.253436], [3.147198, -2.753316, 6.296069], [3.716413, -3.681683, 5.999004], [2.049923, -2.692840, 5.961081], [3.537964, -1.852158, 7.030984], [-1.567804, -1.408646, 0.820045], [-1.155436, -0.819884, 1.696601], [-2.061055, -0.628644, -0.096142], [-1.909498, -2.559151, 0.931288], [-4.433072, 4.181147, -5.299629], [-5.150916, 4.033708, -6.257331], [-3.844418, 5.256466, -5.062005], [-4.077367, 3.152991, -4.672335], [3.159149, -5.212138, -0.017081], [3.190636, -4.059099, -0.279125], [2.096894, -5.723007, 0.262871], [4.190498, -5.852569, 0.009410], [1.492316, 3.955076, -1.544920], [1.277329, 4.425681, -2.944559], [0.424810, 4.503671, -0.595724], [1.773582, 2.519904, -1.491788], [2.754727, 4.429566, -1.118911]],
  "forces_ev_per_a": [[0.4, 0.1, -0.1], [0.6, -0.5, -0.5], [0.0, 0.9, 1.3], [1.1, 4.2, 3.9], [6.7, -7.2, -2.0], [-10.1, 1.6, -3.1], [1.9, 1.7, 1.3], [-6.2, 0.0, -4.2], [5.5, 4.2, 8.0], [0.2, -0.9, -2.8], [0.1, -3.0, -1.2], [3.1, 0.2, -0.2], [-2.1, 0.3, -1.4], [-0.9, -0.1, 0.3], [0.0, -1.0, 1.4], [0.2, -1.8, 0.8], [0.2, 4.7, -1.4], [-2.1, -1.5, 0.4], [1.7, -1.4, -0.1], [-4.1, 2.5, -0.3], [-0.5, -0.8, 1.0], [1.6, -2.0, -2.3], [-1.4, -2.3, -0.3], [4.0, 1.9, 1.3]],
  "largest_force_ha_per_bohr": 0.208,
  "e_homo_ev": -6.59,
  "e_tot_ev": -52025.48319,
  "orbital_gap_ev": 1.42
}